Entry from the Open Molecules 2025 dataset: 2 unconnected molecules or ions with the total composition CH3N3O2 in a non-equilibrium geometry (ωB97M-V/def2-TZVPD).

Last columns: bonded neighbours and bond lengths (Å).
CARTESIAN COORDINATES (ANGSTROEM)
1 H -1.510 -2.148 -0.200  N2 0.975
2 N -0.956 -1.461 0.214  H1 0.975, N3 1.235
3 N 0.231 -1.686 0.469  N2 1.235, H4 1.061
4 H 0.602 -2.661 0.274  N3 1.061
5 O 2.479 1.822 -0.619  C6 1.141
6 C 1.354 1.843 -0.427  O5 1.141, N7 1.211
7 N 0.149 1.738 -0.482  C6 1.211, O8 1.387
8 O -0.807 1.569 0.510  N7 1.387, H9 0.972
9 H -1.542 0.983 0.262  O8 0.972

Calculated values
orbital gap	9.81	eV
relative energy (zero: lowest compared OMol25 entry of this formula, charge and spin)	118.8	kcal/mol
strongest force on any atom	3.3	eV/A
E_tot	-354.4942	a.u.
SMILES	[H]/N=N\[H].O=C=NO